# 1
C3H7NO | wB97M-V/def2-TZVPD

Structure (XYZ):
```
12
Properties=species:S:1:pos:R:3
C 1.5603 -0.7949 0.5932
N 1.0150 -1.9135 0.7096
H 1.3405 -0.0739 -0.1862
H 2.3098 -0.3354 1.3061
H 1.6898 -2.7481 1.0487
C -1.7976 0.9089 0.2257
C -0.8575 0.5469 -0.6127
O -0.2658 1.5862 -1.3965
H -2.3225 0.1003 0.7778
H -1.9139 1.9498 0.4909
H -0.5536 -0.4904 -0.6727
H -0.2045 1.2641 -2.2839
```

Values from the calculation:
* E: -248.34947 Eh
* multiplicity: 2
* orbital gap (spin up / spin down): 3.15 / 7.16 eV
* max |F|: 6.8 eV Å⁻¹
* M: 73.1 g mol⁻¹
* total charge: -1

These are the Mulliken partial charges, in e, on atoms 1 to 8: -0.58, -0.65, 0.19, 0.19, 0.08, -0.61, -0.43, -0.55


# 2
C3H7NO | wB97M-V/def2-TZVPD

Structure (XYZ):
```
12
Properties=species:S:1:pos:R:3
C -1.0468 -0.9312 -0.0203
N 0.1330 -0.0604 -0.1727
C -0.0314 1.4353 0.0179
C 1.3810 -0.6774 0.0358
O 2.4667 -0.1147 -0.0821
H -0.6737 -1.9113 0.5740
H -1.8548 -0.2823 0.6010
H -1.4291 -1.1528 -1.1616
H 0.2381 1.7814 1.0620
H 0.7800 1.9310 -0.5789
H -1.1416 1.7277 -0.4386
H 1.1788 -1.7454 0.1634
```

Values from the calculation:
* E: -248.44588 Eh
* orbital gap: 10.08 eV
* max |F|: 3.5 eV Å⁻¹
* M: 73.1 g mol⁻¹
* SMILES string: CN(C)C=O

These are the Mulliken partial charges, in e, on atoms 1 to 8: -0.78, 0.09, -0.84, 0.13, -0.56, 0.30, 0.30, 0.22


# 3
C3H7NO | wB97M-V/def2-TZVPD

Structure (XYZ):
```
12
Properties=species:S:1:pos:R:3
C -1.7283 -0.1994 0.5500
C -0.8230 0.7831 -0.1418
C 0.6536 0.1435 -0.2007
N 0.6490 -1.1846 -0.6334
O 1.5751 0.7177 0.3174
H -1.3022 -0.5861 1.4708
H -1.8304 -0.9853 -0.2543
H -2.7880 0.0351 0.7030
H -0.9811 1.0071 -1.1914
H -0.6606 1.7145 0.4197
H 0.1066 -1.7220 0.0397
H 1.5748 -1.6111 -0.5500
```

Values from the calculation:
* E: -248.49359 Eh
* orbital gap: 10.65 eV
* max |F|: 3.0 eV Å⁻¹
* M: 73.1 g mol⁻¹
* SMILES string: CCC(N)=O

These are the Mulliken partial charges, in e, on atoms 1 to 8: -1.24, -0.09, 0.41, -0.56, -0.55, 0.30, 0.31, 0.32


Computed values of energy relative to the best compared isomer or geometry (same formula, charge and spin) (unit: kJ/mol) for the preceding records, in sequence: 280.5; 211.7; 86.4.